72
Properties=species:S:1:pos:R:3:forces:R:3 method="wB97M-V/def2-TZVPD" relative_energy_kcal_mol=111.2 e_homo_ev="-9.8 / -9.8" e_tot_ev=-75132.100 total_charge=+1 spin_multiplicity=2
Ir 1.287433 0.572431 -0.298863 -0.976 -4.232 0.591
C -0.495972 -1.348535 6.456084 0.106 0.132 0.217
C -0.018913 -1.293006 5.044677 -0.290 0.888 -0.371
C 0.650421 -2.369429 4.460752 0.159 0.094 -0.682
C 1.070369 -2.299391 3.155567 -0.070 -0.107 0.444
C 0.826224 -1.171749 2.338207 0.352 0.543 -0.342
N 1.216365 -1.195765 1.039333 0.134 3.463 -0.466
C 1.168811 -2.344158 0.314018 -0.013 -1.667 -1.404
C 0.137579 -3.288343 0.537510 0.375 0.613 -0.237
C -0.001731 -4.413618 -0.230410 0.322 -0.142 -0.202
C 0.886729 -4.684051 -1.273954 0.081 0.295 0.244
C 0.686817 -5.881028 -2.143764 -0.066 -0.046 -0.151
C 1.914026 -3.779490 -1.507816 -0.237 -0.115 0.010
C 2.076819 -2.627355 -0.745285 -1.281 -0.424 0.920
N 3.163788 -1.788745 -1.040080 0.510 0.081 -0.112
C 4.315458 -2.141320 -1.654036 0.198 0.453 0.078
C 5.067793 -1.000230 -1.819398 -0.083 -0.069 0.068
C 4.296763 0.023055 -1.268420 0.187 -0.273 -0.039
N 3.160850 -0.471800 -0.798654 -0.531 1.466 0.201
C 0.197268 -0.048446 2.951725 0.306 -0.847 -0.237
C -0.197791 -0.146393 4.287323 -0.212 -0.645 0.760
N -0.105823 1.142796 2.306631 2.173 0.782 -1.515
C -1.146955 1.960985 2.682756 -0.972 1.561 -0.092
C -1.056886 3.136367 2.043501 0.383 -0.596 0.191
C 0.155884 3.083962 1.172475 -0.854 0.189 -0.215
N 0.675721 1.748172 1.384255 -0.291 -1.981 0.045
H -0.635128 -2.377799 6.773593 -0.061 -0.051 0.085
H -1.433803 -0.809559 6.572298 -0.057 -0.031 0.066
H 0.237423 -0.886040 7.116735 0.001 -0.028 0.144
H 0.848644 -3.255577 5.044109 0.042 -0.119 0.038
H 1.607300 -3.130545 2.722765 0.000 0.005 -0.048
H -0.575658 -3.079026 1.318617 -0.090 0.030 0.027
H -0.813086 -5.098032 -0.035836 -0.125 -0.064 0.035
H 0.224324 -6.692179 -1.585325 0.036 -0.066 -0.012
H 1.621955 -6.232049 -2.573464 0.044 -0.052 -0.013
H 0.016376 -5.626440 -2.965932 -0.020 -0.060 -0.077
H 2.594367 -3.973918 -2.322555 0.051 0.010 -0.126
H 4.550575 -3.156111 -1.900705 -0.080 -0.187 0.017
H 6.039196 -0.919769 -2.262961 0.146 -0.020 -0.057
H 4.514318 1.071315 -1.185120 -0.054 0.107 0.007
H -0.644154 0.711799 4.763931 -0.055 0.081 0.103
H -1.910074 1.611536 3.349262 -0.020 -0.113 0.093
H -1.719969 3.975601 2.115648 -0.147 0.091 0.037
H 0.905632 3.823971 1.495278 -0.004 -0.259 0.129
Cl -3.711555 -1.560583 -5.665233 -0.160 -0.073 -0.264
C -2.790798 -1.173478 -4.264174 0.701 0.397 -0.070
C -3.237530 -1.621533 -3.013566 0.320 0.133 0.197
C -2.517172 -1.318638 -1.889916 0.191 0.216 -0.208
Cl -3.045062 -1.836442 -0.343156 -0.264 -0.171 0.336
C -1.329121 -0.509972 -1.922017 -0.226 0.035 -0.991
O -0.797296 -0.158128 -0.831011 0.873 0.750 1.402
C -0.876896 -0.114990 -3.229218 0.158 0.003 0.863
C 0.347593 0.604367 -3.402582 -1.053 -0.419 -0.492
O 1.205264 0.869904 -2.559158 0.958 0.752 1.154
C -1.627399 -0.447084 -4.368640 -0.621 -0.363 -0.119
H -4.148479 -2.196129 -2.947018 -0.055 -0.061 0.069
H 0.530830 0.937172 -4.436322 0.191 -0.041 0.065
H -1.278570 -0.130768 -5.337303 0.039 0.063 -0.215
C -0.125677 3.361081 -0.337329 -0.062 -0.124 0.162
C -1.024914 4.545704 -0.528169 -0.030 0.266 -0.009
C -2.402256 4.363265 -0.601143 0.112 -0.086 -0.007
C -3.247672 5.446830 -0.748615 -0.117 0.003 0.044
C -2.726032 6.727693 -0.821742 -0.039 0.052 -0.048
C -1.357480 6.920209 -0.749228 0.009 0.157 0.031
C -0.510702 5.835570 -0.599257 -0.005 -0.192 -0.002
H 0.831635 3.516244 -0.840389 -0.041 -0.092 -0.021
H -0.615365 2.474306 -0.752174 0.084 0.040 0.044
H -2.808748 3.361933 -0.542378 -0.054 -0.090 -0.026
H -4.315433 5.293597 -0.800678 -0.073 -0.017 -0.038
H -3.386507 7.571917 -0.947101 -0.046 0.082 0.010
H -0.951949 7.920118 -0.807438 0.045 0.035 -0.016
H 0.558005 5.985745 -0.549518 0.148 0.051 -0.006